114
Properties=species:S:1:pos:R:3:forces:R:3:lowdin_charge:R:1 method="wB97M-V/def2-TZVPD" lumo_energy_ev=0.52 homo_ha=-0.3325 gap_ev=9.57 total_energy_ha=-1928.18586 e_above_lowest_kcal_mol=0.0 smiles=COC[C@H](C)N.COC[C@H](C)N.COC[C@H](C)N.COC[C@H](C)N.COC[C@H](C)N.COC[C@H](C)N.CC(C)O
C -0.752622 -3.186258 -3.005390 -0.11 -0.04 -0.34 -0.1019
O -1.734892 -3.640772 -2.106389 0.14 -0.32 0.19 -0.1843
C -2.822659 -2.771661 -1.923659 0.14 0.55 0.44 -0.2110
C -3.401516 -2.975784 -0.546615 -0.56 -1.21 1.62 -0.4238
C -4.626105 -2.113174 -0.289356 0.13 0.19 0.31 -0.0588
N -2.359624 -2.747934 0.472338 1.16 0.50 -0.88 0.0500
H -0.604129 -2.104068 -2.918531 0.03 -0.02 0.00 0.0749
H -1.030517 -3.425905 -4.038604 0.02 0.12 0.00 0.0902
H 0.184964 -3.690549 -2.779282 -0.03 -0.05 0.08 0.0881
H -2.438525 -1.739603 -1.951826 -0.28 0.02 -0.24 0.1122
H -3.621336 -2.907257 -2.659944 0.16 0.01 -0.20 0.1365
H -3.719312 -4.022459 -0.411830 -0.09 0.02 -0.57 0.1420
H -5.489332 -2.474826 -0.847190 0.03 0.19 -0.19 0.0781
H -4.421673 -1.057818 -0.489726 -0.09 -0.04 -0.21 0.0810
H -4.898379 -2.161599 0.768450 0.05 -0.13 -0.02 0.0693
H -2.407891 -3.232109 1.361652 -0.96 -0.25 -0.17 0.0462
H -1.530268 -3.172899 0.056180 0.15 0.26 0.11 0.0723
C -0.918253 -5.069090 2.862852 0.81 0.95 -0.22 -0.1329
O -2.235461 -5.459957 2.625404 -0.35 -0.22 0.07 -0.1952
C -2.615261 -6.705409 3.172507 0.53 -0.06 -0.33 -0.2140
C -4.061160 -6.965267 2.870400 -1.50 -0.71 0.25 -0.4407
C -4.997847 -5.973100 3.538313 0.61 1.04 0.79 -0.0646
N -4.347307 -8.347210 3.281150 0.27 -0.36 0.02 0.0262
H -0.151946 -5.470082 2.183062 -0.42 -0.50 -0.10 0.0920
H -0.548382 -5.240327 3.880038 -0.36 -0.09 0.11 0.0905
H -0.908136 -3.991911 2.671548 0.16 0.03 0.30 0.0600
H -2.020456 -7.522354 2.746618 0.05 0.07 0.00 0.1305
H -2.461300 -6.712660 4.263267 0.00 0.07 -0.03 0.1321
H -4.288390 -6.949163 1.801598 0.52 0.14 -0.12 0.1419
H -4.824276 -4.951599 3.177911 -0.23 -0.17 -0.28 0.0644
H -4.758086 -5.878702 4.608370 -0.05 -0.32 -0.05 0.0798
H -6.052115 -6.229431 3.476087 -0.02 -0.09 -0.31 0.0732
H -4.289409 -8.483121 4.283899 0.06 0.20 0.04 0.0709
H -5.273255 -8.647424 3.008813 -0.02 0.15 -0.11 0.0677
C 3.460632 1.939811 -0.541565 0.85 -0.04 -0.10 -0.0975
O 2.627179 1.004794 0.097847 -0.24 -0.14 -0.33 -0.1682
C 1.411540 0.796057 -0.586541 -0.10 0.93 -0.53 -0.2307
C 0.487960 -0.018833 0.268866 0.15 -1.18 0.03 -0.4348
C 1.029532 -1.439835 0.465637 0.05 -0.50 0.40 -0.0539
N -0.844687 -0.024157 -0.325114 0.04 0.73 0.23 0.0551
H 4.481435 1.543351 -0.530349 0.00 0.14 0.16 0.0763
H 3.455784 2.904497 -0.026887 -0.12 0.00 0.01 0.0937
H 3.238308 2.107603 -1.599194 -0.35 -0.13 0.06 0.0627
H 0.945666 1.761747 -0.850399 -0.04 -0.02 0.40 0.1115
H 1.570313 0.338298 -1.581108 0.18 -0.36 0.26 0.1352
H 0.485017 0.410953 1.274738 -0.28 0.38 -0.13 0.1346
H 0.443919 -1.945151 1.242581 -0.05 0.05 -0.09 0.0578
H 2.065240 -1.472636 0.812340 0.00 0.24 -0.09 0.0767
H 0.955344 -2.063052 -0.431365 -0.02 0.24 -0.14 0.0711
H -1.438526 -0.742422 0.077185 0.06 -0.16 -0.07 0.0238
H -0.776146 -0.168418 -1.324308 -0.06 -0.15 -0.02 0.0520
C -2.295223 -3.177097 5.980799 0.12 0.52 -0.08 -0.0909
O -3.271832 -2.147153 6.044325 -0.21 -0.19 0.10 -0.1861
C -3.762621 -1.637027 4.828915 -0.04 0.04 0.29 -0.2108
C -2.847777 -0.579140 4.227394 -0.52 0.54 -1.25 -0.4073
C -3.664403 0.566887 3.603184 -0.25 0.21 0.43 -0.0725
N -2.009158 -1.205541 3.188062 0.24 0.04 0.06 0.0515
H -1.975556 -3.418741 4.964526 -0.32 0.00 -0.09 0.0601
H -2.712151 -4.051079 6.482121 0.25 -0.13 0.01 0.0831
H -1.401430 -2.800691 6.485921 -0.02 -0.31 0.19 0.0882
H -3.956652 -2.448511 4.114362 0.15 0.02 -0.10 0.1194
H -4.733957 -1.190992 5.056241 0.06 0.01 0.13 0.1227
H -2.246686 -0.126377 5.014468 0.24 -0.35 0.10 0.1403
H -4.313504 1.066401 4.332435 0.10 -0.13 0.06 0.0752
H -4.319919 0.215340 2.801907 0.15 -0.07 -0.10 0.0734
H -2.994640 1.337270 3.217177 -0.01 -0.10 -0.19 0.0724
H -1.460457 -0.504537 2.693020 0.13 0.07 0.33 0.0575
H -2.626868 -1.522729 2.445247 -0.04 -0.13 0.10 0.0297
C -1.024287 4.136860 -1.254203 0.20 -0.66 0.37 -0.1238
O -1.395543 5.249038 -2.017841 -0.03 -0.17 -0.17 -0.1907
C -1.926248 6.287236 -1.240642 -0.27 0.23 0.19 -0.2420
C -2.662925 7.276537 -2.135469 0.43 -0.08 -0.07 -0.4341
C -1.768581 7.722951 -3.281938 0.46 -0.19 -0.06 -0.0673
N -3.101122 8.430818 -1.338513 -0.27 -0.21 -0.13 0.0404
H -0.558095 3.391050 -1.899780 0.05 0.22 -0.15 0.0727
H -1.871676 3.620509 -0.780910 -0.11 0.29 -0.04 0.0917
H -0.311935 4.394819 -0.458087 -0.01 0.08 -0.08 0.0918
H -2.659598 5.904017 -0.516169 0.14 -0.11 0.07 0.1268
H -1.127193 6.797667 -0.677942 0.02 -0.01 -0.04 0.1325
H -3.496391 6.686794 -2.529520 -0.25 0.42 -0.06 0.1409
H -1.523398 6.875356 -3.924246 -0.01 0.03 0.00 0.0629
H -0.824904 8.096162 -2.868787 -0.05 0.05 -0.04 0.0828
H -2.188419 8.516883 -3.896085 -0.27 -0.01 0.14 0.0735
H -4.105788 8.437976 -1.229817 0.01 0.04 0.05 0.0667
H -2.695730 8.410743 -0.411101 0.00 0.03 0.01 0.0614
C 6.230871 0.446499 -3.020178 -0.04 0.49 -0.59 -0.1118
O 7.128006 1.024804 -2.102797 -0.44 0.02 0.20 -0.1855
C 7.421060 0.175898 -1.022971 0.41 -0.55 0.14 -0.2334
C 8.313537 0.924092 -0.064859 -0.26 1.23 0.65 -0.4622
C 9.637309 1.295399 -0.683981 0.94 -0.30 0.03 -0.0677
N 8.515923 0.182196 1.183351 0.05 -0.56 -0.61 0.0352
H 5.826614 1.263040 -3.622436 0.02 0.00 0.04 0.0795
H 5.380654 -0.052544 -2.545161 0.15 -0.13 0.15 0.0841
H 6.744292 -0.224360 -3.718421 -0.05 -0.24 0.22 0.0908
H 6.514809 -0.135150 -0.479239 -0.09 0.01 -0.23 0.1204
H 7.933794 -0.727965 -1.388640 -0.09 -0.03 0.11 0.1372
H 7.774159 1.858345 0.172111 0.00 -0.01 -0.29 0.1378
H 10.230885 0.381635 -0.807580 -0.07 0.06 -0.14 0.0839
H 10.245303 1.947351 -0.049009 -0.24 -0.01 0.17 0.0752
H 9.562515 1.800511 -1.644059 -0.31 -0.08 -0.05 0.0756
H 7.631802 -0.170258 1.525473 0.01 0.09 0.20 0.0639
H 8.938163 0.768331 1.888282 -0.05 0.03 0.04 0.0700
C 3.168581 3.564931 -4.300399 -0.21 -0.72 0.75 -0.0681
C 1.860061 3.875513 -5.017093 1.43 1.37 -0.64 -0.4667
C 1.453835 5.317340 -4.724861 -1.34 -0.10 -0.15 -0.0658
O 2.089389 3.752195 -6.433959 -0.50 -0.44 0.15 -0.0619
H 3.013398 3.606953 -3.216563 0.06 0.14 -0.05 0.0605
H 3.978651 4.251603 -4.545822 -0.17 0.18 -0.16 0.0842
H 3.523755 2.552887 -4.511002 -0.11 0.03 -0.18 0.0723
H 1.066738 3.191000 -4.731680 -0.02 -0.17 -0.16 0.1351
H 0.518782 5.560796 -5.244938 0.03 -0.24 0.00 0.0791
H 2.155482 6.057032 -5.114138 0.42 -0.17 0.37 0.0825
H 1.217006 5.460885 -3.669086 0.37 0.17 0.05 0.0751
H 2.585636 4.528218 -6.713884 -0.01 -0.04 0.04 0.0800

---

117
Properties=species:S:1:pos:R:3:forces:R:3:lowdin_charge:R:1 method="wB97M-V/def2-TZVPD" lumo_energy_ev=0.60 homo_ha=-0.3236 gap_ev=9.41 total_energy_ha=-2112.90928 e_above_lowest_kcal_mol=34.1 smiles="COC[C@H](C)N.COC[C@H](C)N.COC[C@H](C)N.COC[C@H](C)N.COC[C@H](C)N.COCCNCCOC.NC(N)=O"
C -2.348357 2.331986 -0.995419 0.17 -0.01 0.89 -0.0841
O -3.390317 2.195973 -0.045797 0.18 -0.95 -0.09 -0.1934
C -4.706268 2.071408 -0.501391 -1.07 0.77 -0.18 -0.2206
C -5.499331 1.335941 0.591666 1.83 -1.83 0.08 -0.4279
C -5.183841 -0.186566 0.494151 0.98 -0.36 -0.66 -0.0592
N -6.915502 1.545136 0.584311 -0.63 0.92 -0.63 0.0355
H -1.481826 2.041611 -0.404340 0.37 0.61 -0.27 0.0603
H -2.328399 3.371533 -1.327667 0.36 -0.04 -0.26 0.0888
H -2.307576 1.628739 -1.833838 -0.77 -0.01 -0.07 0.0879
H -5.126175 3.078549 -0.648997 -0.14 -0.05 0.04 0.1264
H -4.782709 1.568661 -1.475316 0.20 -0.23 0.08 0.1142
H -4.977910 1.685162 1.488535 -0.74 0.23 0.33 0.1336
H -4.161062 -0.498573 0.749483 0.00 0.56 0.39 0.0629
H -5.202324 -0.524404 -0.551086 -0.63 0.05 -0.01 0.0565
H -5.838411 -0.831626 1.080203 -0.22 0.24 0.04 0.0672
H -7.406657 0.920224 1.207223 0.20 -0.05 0.21 0.0687
H -7.271786 1.323194 -0.342123 -0.04 0.11 0.06 0.0774
C -0.715461 -0.835454 -0.454370 0.04 -0.20 -1.86 -0.0844
O 0.203931 0.221984 -0.715688 0.41 -0.41 0.41 -0.2514
C 1.315704 -0.144537 -1.524226 -0.22 0.65 -0.16 -0.1795
C 2.257032 1.070625 -1.561642 0.47 -1.07 0.08 -0.4354
C 3.593611 0.730302 -2.212878 0.32 -0.40 -0.58 -0.0678
N 2.550309 1.476170 -0.208379 0.22 0.67 0.07 0.0599
H -1.147923 -0.695127 0.529321 -0.36 -0.03 -0.17 0.0732
H -0.351656 -1.861096 -0.593088 0.81 0.20 0.71 0.0801
H -1.370761 -0.830928 -1.337450 -0.93 0.24 0.72 0.0730
H 1.829871 -0.992565 -1.056062 0.08 -0.04 -0.10 0.1300
H 0.982599 -0.422177 -2.533346 -0.05 -0.12 0.04 0.1301
H 1.816620 1.906525 -2.111339 -0.24 -0.10 0.08 0.1255
H 4.184093 -0.009771 -1.662715 -0.21 0.21 0.50 0.0660
H 4.183661 1.643134 -2.283260 0.08 -0.07 -0.02 0.0747
H 3.546665 0.259827 -3.201777 -0.43 0.37 -0.12 0.0756
H 1.717174 1.835084 0.232909 0.07 0.03 0.17 0.0384
H 2.822690 0.661832 0.332259 -0.01 0.15 0.19 0.0502
C 2.609847 -2.687440 3.795953 -0.96 1.06 -1.03 -0.0803
O 1.450488 -3.488986 3.651307 0.40 -0.72 0.05 -0.1887
C 0.397803 -2.795151 3.033979 -0.72 -0.61 0.62 -0.2266
C -0.750443 -3.788961 2.818606 0.68 -0.61 -1.15 -0.4275
C -0.386397 -4.931011 1.843627 0.33 -0.11 1.67 -0.0533
N -1.837186 -3.063005 2.171758 -0.10 1.39 0.45 0.0312
H 2.255896 -1.758910 4.264976 0.71 0.02 0.35 0.0780
H 2.940343 -2.387176 2.791591 0.24 -0.02 0.14 0.0761
H 3.435470 -3.176871 4.302126 -0.36 -0.23 0.26 0.0875
H -0.023565 -2.074487 3.751980 0.32 0.52 -0.18 0.1224
H 0.695733 -2.296133 2.107168 0.07 0.03 -0.06 0.1263
H -0.961797 -4.203090 3.810945 -0.23 -0.01 -0.04 0.1353
H 0.560902 -5.412516 2.101161 0.17 0.38 -0.04 0.0711
H -0.354759 -4.514404 0.842406 -0.29 -0.40 -0.22 0.0686
H -1.103929 -5.724172 2.069498 -0.33 0.04 -0.95 0.0721
H -1.906315 -2.150322 2.620744 -0.19 -0.05 -0.16 0.0631
H -2.773052 -3.443827 2.199468 0.21 -0.56 0.20 0.0738
C 5.230494 -0.952304 1.408471 -1.10 0.93 -0.93 -0.1467
O 5.942163 -1.520985 2.449071 0.68 -1.23 0.60 -0.1744
C 7.009855 -0.745561 2.931666 0.85 0.31 -0.14 -0.2078
C 8.026106 -1.489028 3.799282 0.31 -0.92 -0.40 -0.4543
C 7.430548 -2.197053 4.997916 -0.82 0.34 -0.13 -0.0630
N 9.112285 -0.571191 4.173859 -0.39 0.27 0.08 0.0287
H 5.741264 -0.644013 0.480049 0.99 0.11 0.60 0.0845
H 4.699744 -0.071149 1.789970 -0.26 -0.05 -0.28 0.0889
H 4.531510 -1.662850 0.957013 -0.23 -0.22 0.82 0.0825
H 7.584929 -0.444010 2.048394 -0.03 0.64 0.08 0.1229
H 6.690283 0.110077 3.537610 -0.32 0.24 -0.36 0.1376
H 8.455685 -2.291853 3.184503 -0.24 -0.06 -0.24 0.1320
H 6.528382 -2.702325 4.641222 0.26 -0.44 0.04 0.0696
H 7.046337 -1.522131 5.766547 0.43 0.20 0.04 0.0806
H 8.145296 -2.901705 5.418174 -0.13 -0.05 0.15 0.0742
H 9.914575 -1.106006 4.480998 -0.03 0.00 0.10 0.0690
H 9.422832 -0.028033 3.375427 -0.05 -0.05 -0.03 0.0644
C 2.063162 5.250708 -2.415066 0.53 0.48 0.69 -0.0941
O 1.793691 6.057236 -1.269095 -0.47 -0.12 -0.49 -0.1891
C 0.449662 5.831316 -0.838668 0.88 0.74 -0.39 -0.2196
C 0.242040 6.609631 0.432903 -0.95 -0.47 1.07 -0.4249
C 1.014307 5.987290 1.591652 0.85 -0.67 -0.32 -0.0660
N -1.203982 6.579021 0.799803 0.15 0.24 0.15 0.0216
H 2.966864 5.618264 -2.902279 0.04 0.09 0.18 0.0864
H 1.254243 5.339130 -3.143998 -0.12 -0.40 0.04 0.0859
H 2.269031 4.244470 -2.039115 -0.32 -0.27 -0.52 0.0749
H -0.229322 6.197749 -1.619401 -0.13 -0.09 -0.04 0.1218
H 0.288905 4.757470 -0.700419 -0.18 -0.03 0.20 0.1229
H 0.518290 7.664226 0.368401 0.51 -0.13 -0.65 0.1355
H 0.839192 4.911513 1.703814 -0.83 0.16 0.07 0.0706
H 0.830012 6.503004 2.531873 0.04 -0.03 0.03 0.0726
H 2.088074 5.932618 1.383666 0.02 0.77 0.00 0.0787
H -1.821912 6.776376 0.017761 0.28 -0.07 -0.22 0.0594
H -1.323036 7.387713 1.403741 -0.29 -0.27 0.22 0.0653
C -4.056618 -2.171408 -7.230613 -0.33 1.23 0.97 -0.0790
O -4.877223 -2.222722 -6.057910 0.64 -0.67 0.33 -0.1858
C -4.864803 -1.040107 -5.306385 -0.50 1.42 0.22 -0.2785
C -5.567456 -1.196359 -3.960195 -0.82 -1.46 -0.69 -0.1997
N -5.038732 -2.201188 -3.046800 0.30 0.30 0.04 -0.0594
C -3.589284 -2.229424 -2.922599 -0.45 0.12 0.22 -0.2150
C -3.139988 -3.506131 -2.235960 1.19 0.66 0.72 -0.1919
O -1.699458 -3.577606 -2.246745 -0.64 -0.01 -1.37 -0.2105
C -1.237007 -4.428172 -3.287869 0.67 -1.06 0.88 -0.1164
H -3.119438 -2.691948 -7.047877 -0.06 -0.41 -0.30 0.0836
H -3.801046 -1.117970 -7.383709 0.09 -0.05 -0.37 0.0805
H -4.648093 -2.499363 -8.078314 0.23 -0.42 -0.09 0.0866
H -5.446323 -0.317616 -5.897001 0.01 0.34 0.26 0.1240
H -3.911050 -0.532894 -5.099331 0.48 -0.68 -0.56 0.1165
H -6.559473 -1.542714 -4.269864 -0.20 0.16 0.53 0.1204
H -5.677258 -0.239345 -3.451010 0.17 0.22 -0.15 0.1052
H -5.439593 -3.117188 -3.171339 0.05 0.02 -0.38 0.1042
H -3.309565 -1.362081 -2.314756 0.24 -0.07 0.01 0.1011
H -3.054283 -2.129265 -3.875885 -0.05 -0.20 -0.07 0.1123
H -3.583212 -4.379133 -2.720679 -0.03 -0.11 0.16 0.1214
H -3.330252 -3.476934 -1.161298 -0.71 -0.12 -0.15 0.1250
H -0.189568 -4.207018 -3.490979 -0.06 0.19 -0.02 0.0845
H -1.780881 -4.492390 -4.234076 -0.34 0.76 0.11 0.0842
H -1.268345 -5.447599 -2.878113 0.12 -0.10 -0.21 0.0875
N 0.460385 1.137160 4.256299 0.36 0.13 -0.01 0.1596
C 0.872341 1.140078 2.959611 -0.29 -1.27 -1.41 -0.6484
N -0.092531 1.545417 2.060853 0.09 0.36 0.10 0.1675
O 1.934938 0.667361 2.561825 -0.34 0.41 0.77 0.0097
H -0.384772 1.611944 4.500461 -0.03 0.03 0.35 0.0927
H 1.117087 0.829770 4.950532 -0.06 0.21 0.09 0.1038
H -0.009439 1.251944 1.096781 0.28 -0.06 0.09 0.0472
H -0.999321 1.860977 2.352043 -0.06 0.00 0.08 0.0952